{
  "formula": "C5H14",
  "method": "ωB97M-V with the def2-TZVPD basis set",
  "largest_force_ev_per_a": 1.61,
  "e_above_lowest_kj_mol": 35.2,
  "total_energy_ev": -5411.6847,
  "homo_energy_ev": -11.1,
  "symbols": ["C", "C", "H", "H", "H", "H", "H", "H", "C", "C", "C", "H", "H", "H", "H", "H", "H", "H", "H"],
  "coordinates": [[0.738042, 2.270492, -0.549957], [1.194627, 2.974055, 0.738315], [0.790423, 1.183418, -0.422516], [-0.320126, 2.476856, -0.751296], [1.321161, 2.679151, -1.368090], [1.166703, 4.064321, 0.614378], [2.227819, 2.720543, 0.925726], [0.550068, 2.809820, 1.601895], [-1.005687, -1.683808, 0.416309], [0.484302, -2.090885, 0.410999], [-1.659569, -1.904286, -0.924708], [-1.496106, -2.161734, 1.264119], [-1.092342, -0.648705, 0.791648], [0.607477, -2.896042, 1.142461], [-1.045903, -1.470042, -1.728471], [-1.739076, -2.972110, -1.165821], [-2.645469, -1.472966, -1.045871], [0.715217, -2.587642, -0.537331], [1.208431, -1.290435, 0.588214]],
  "atomic_forces_ev_per_a": [[-0.7, 0.3, 0.9], [-0.4, 0.7, -0.5], [0.4, 0.2, -0.4], [0.2, 0.1, 0.0], [0.1, -0.5, -0.3], [0.1, -0.1, -0.2], [0.2, -0.2, 0.5], [0.2, -0.5, 0.0], [0.5, 1.1, 1.1], [-0.4, -0.9, 0.0], [0.1, -0.2, -0.7], [-0.3, -0.7, -0.4], [0.1, 0.0, -0.8], [0.4, 0.3, 0.1], [-0.1, 0.0, 0.3], [0.0, 0.1, 0.2], [-0.3, 0.1, 0.3], [0.1, 0.3, 0.0], [-0.2, -0.1, 0.0]]
}

{
  "formula": "C5H14",
  "method": "ωB97M-V with the def2-TZVPD basis set",
  "largest_force_ev_per_a": 0.92,
  "e_above_lowest_kj_mol": 25.1,
  "total_energy_ev": -5411.7898,
  "homo_energy_ev": -11.4,
  "symbols": ["C", "C", "C", "H", "H", "H", "H", "H", "H", "H", "H", "C", "C", "H", "H", "H", "H", "H", "H"],
  "coordinates": [[0.953441, -1.504486, -0.867383], [0.947809, 0.015713, -0.578739], [2.351084, -2.104119, -1.067130], [0.448257, -2.007219, -0.052041], [0.363084, -1.683994, -1.769783], [1.136176, 0.206392, 0.472421], [3.125718, -1.340527, -1.187081], [-0.014415, 0.427131, -0.871368], [1.746067, 0.490941, -1.148940], [2.690555, -2.685503, -0.200837], [2.386943, -2.761288, -1.940913], [-1.759704, 2.313137, 0.970130], [-2.297347, 0.929588, 1.338206], [-2.194541, 2.630943, 0.024772], [-1.957538, 3.041712, 1.747256], [-0.685380, 2.292373, 0.777918], [-2.285963, 0.808507, 2.427509], [-1.651429, 0.130523, 0.965299], [-3.302814, 0.800167, 0.960711]],
  "atomic_forces_ev_per_a": [[0.2, 0.5, -0.2], [0.2, -0.8, -0.3], [0.4, -0.2, 0.3], [-0.2, -0.2, 0.1], [0.0, 0.0, 0.1], [0.0, 0.1, 0.2], [-0.2, 0.1, -0.2], [0.0, 0.3, 0.1], [-0.1, 0.2, -0.1], [-0.2, 0.0, -0.1], [0.0, 0.1, 0.1], [0.3, -0.4, -0.5], [0.6, 0.1, 0.6], [-0.1, 0.3, 0.0], [-0.1, 0.2, 0.0], [0.0, 0.0, 0.3], [-0.2, 0.0, -0.2], [-0.2, 0.1, -0.2], [-0.2, -0.2, 0.1]]
}

{
  "formula": "C5H14",
  "method": "ωB97M-V with the def2-TZVPD basis set",
  "largest_force_ev_per_a": 5.96,
  "e_above_lowest_kj_mol": 201.5,
  "total_energy_ev": -5409.9610,
  "homo_energy_ev": -10.6,
  "symbols": ["C", "C", "C", "H", "H", "H", "H", "H", "H", "H", "H", "C", "C", "H", "H", "H", "H", "H", "H"],
  "coordinates": [[0.939014, 0.178705, -1.574394], [0.128892, 1.395356, -1.727242], [0.375500, -0.987343, -2.455247], [2.037469, 0.312895, -1.758198], [1.060573, -0.073755, -0.578171], [-0.562340, 1.421076, -2.547445], [0.835691, 2.253873, -1.535537], [0.353759, -0.650789, -3.434824], [0.715199, -1.918891, -2.179841], [-0.623971, 1.572494, -0.879463], [-0.820353, -1.015411, -2.203216], [-0.065751, -0.706184, 2.162656], [-0.868644, 0.079486, 3.171165], [0.014202, -0.051927, 1.158107], [0.955028, -1.046221, 2.373530], [-0.665978, -1.645845, 1.874746], [-0.557971, 0.698119, 3.918622], [-1.708529, -0.529636, 3.754238], [-1.541795, 0.714002, 2.460522]],
  "atomic_forces_ev_per_a": [[1.3, -1.9, -2.1], [-0.5, 2.6, 2.8], [-4.1, 2.8, 3.4], [-0.8, 0.3, -0.8], [-0.6, -0.9, 2.2], [0.5, 0.4, -1.1], [-1.1, -0.3, -1.1], [0.6, -0.1, -2.2], [1.1, -2.1, -0.1], [1.0, -0.7, -0.6], [2.6, -0.1, -0.4], [-0.1, -0.4, -2.7], [-5.4, -1.3, -2.1], [-0.1, -1.6, 2.3], [-0.3, 0.2, 0.4], [1.0, 1.4, 0.3], [2.0, 1.7, 1.6], [1.9, 0.6, -1.3], [0.9, -0.7, 1.6]]
}

{
  "formula": "C5H14",
  "method": "ωB97M-V with the def2-TZVPD basis set",
  "largest_force_ev_per_a": 2.58,
  "e_above_lowest_kj_mol": 109.4,
  "total_energy_ev": -5410.9159,
  "homo_energy_ev": -11.0,
  "symbols": ["C", "C", "H", "H", "H", "H", "H", "H", "C", "C", "C", "H", "H", "H", "H", "H", "H", "H", "H"],
  "coordinates": [[1.036876, 2.505152, -1.429133], [1.094030, 0.990358, -1.724173], [0.700214, 2.766753, -0.433807], [2.088817, 2.841380, -1.474471], [0.584409, 3.105771, -2.206864], [1.031653, 0.880992, -2.809679], [2.164687, 0.679615, -1.619320], [0.702057, 0.206619, -1.066553], [-1.376839, -0.928082, 0.913396], [-1.399928, -2.409221, 1.237567], [0.019693, -0.340982, 1.160678], [-1.607634, -0.860553, -0.136075], [-2.016458, -0.420186, 1.635364], [-2.370415, -2.831066, 0.973430], [0.718388, -0.596005, 0.371903], [-0.020720, 0.738470, 1.179204], [-1.288276, -2.503214, 2.337148], [-0.559429, -3.075594, 1.017606], [0.498877, -0.750207, 2.073781]],
  "atomic_forces_ev_per_a": [[1.4, -0.3, 0.3], [2.5, -0.1, -0.5], [-0.4, 0.1, 0.0], [-0.4, 0.1, 0.2], [-0.7, -0.1, 0.1], [-0.9, -0.6, 0.2], [-0.3, 0.4, 0.1], [-1.1, 0.9, -0.9], [1.9, -0.7, 0.5], [-0.1, -0.5, 2.2], [0.3, -0.6, 0.2], [-0.6, 0.8, -0.3], [-0.6, 0.0, -0.7], [0.2, -0.3, -0.1], [0.0, -0.3, 0.0], [0.1, 0.3, 0.3], [-0.6, 0.2, -0.1], [-0.1, 0.4, -1.3], [-0.5, 0.4, -0.2]]
}